Density functional theory data (the ωB97M-V functional and the def2-TZVPD basis) for a 3-piece molecular cluster, C5H10N2 overall.

For the orbital gap (alpha / beta), the calculation gives 4.51 / 4.51 eV. The HOMO energy (alpha / beta) comes out at -0.2140 / -0.2140 hartree. Its relative energy (zero: lowest compared OMol25 entry of this formula, charge and spin) is 198.83 kcal per mole.

Structure (ORCA input):
```
! wB97M-V def2-TZVPD RIJCOSX def2/J DEFGRID3
* xyz 0 1
C -1.10008 -0.38746 1.31630
C 1.31587 1.51174 1.74940
N 0.16978 -0.44172 0.58948
C 0.43871 0.32187 -0.34204
C -0.70731 -1.78659 -1.45109
C 0.79222 1.02228 -1.38168
N -0.76856 -1.50607 -2.64543
H -1.02864 -2.22676 -3.33530
H -0.87792 -2.74692 -0.93593
H -0.87748 -0.25577 2.37450
H -1.75987 0.41139 0.97245
H 0.57497 2.29720 1.70223
H 2.23664 1.63905 1.20016
H 1.34612 0.89028 2.63119
H -1.59539 -1.34998 1.18875
H 0.51695 0.65205 -2.36190
H 1.32399 1.95542 -1.27108
*
```